{
  "formula": "CH2N4O",
  "method": "the ωB97M-V functional and the def2-TZVPD basis",
  "species": ["N", "C", "N", "N", "O", "N", "H", "H"],
  "xyz": [[-1.017, -0.262, 1.009], [-0.137, 0.057, -0.003], [1.229, 0.172, 0.178], [1.720, 0.491, -0.933], [0.713, 0.569, -1.840], [-0.468, 0.308, -1.236], [-0.596, -0.161, 1.921], [-1.444, -1.175, 0.904]],
  "mulliken_charge": [-0.474, 0.532, -0.236, -0.053, 0.005, -0.291, 0.263, 0.254],
  "homo_lumo_gap_ev": 10.834,
  "lumo_ev": 0.391,
  "smiles": "Nc1nnon1"
}